No. 1
Molecular formula: C34H33N13O2SV
Method: DFT, ωB97M-V/def2-TZVPD

Properties
Frontier orbital gap (spin up / spin down), eV: 6.239 / 6.857
Multiplicity: 4

The geometry in XYZ format:
```
84
C34H33N13O2SV, DFT ωB97M-V/def2-TZVPD
V -0.39848 -0.18446 0.25749
C 1.90558 -4.46216 -4.35693
C 1.86947 -3.53288 -3.15437
N 0.75740 -2.61223 -3.27177
C 0.14763 -1.96686 -2.25855
S 0.53159 -2.36379 -0.61571
N -0.75234 -1.07420 -2.66694
N -1.29577 -0.34205 -1.66953
C -2.32628 0.39271 -1.93469
C -2.94526 0.45667 -3.29301
C -2.78713 1.25924 -0.85201
C -3.85759 2.13837 -0.99517
C -4.18078 2.99605 0.03749
C -3.44460 2.95852 1.21313
C -2.41585 2.03993 1.29722
N -2.10020 1.21002 0.30568
H 2.75931 -5.13667 -4.28851
H 2.00159 -3.89575 -5.28623
H 0.99386 -5.05787 -4.40951
H 2.81417 -2.98320 -3.07398
H 1.74455 -4.09720 -2.23281
H 0.53356 -2.25833 -4.18933
H -2.49581 -0.30248 -3.92287
H -2.75624 1.43920 -3.73462
H -4.02614 0.30012 -3.25090
H -4.40663 2.17189 -1.92588
H -4.99412 3.70137 -0.07527
H -3.64916 3.63093 2.03346
H -1.80130 1.97185 2.18820
N 0.92054 -0.67593 4.38194
C 1.14613 -0.07881 3.20791
N 0.17364 -0.40869 2.37875
C -0.62552 -1.22556 3.12817
N -0.20942 -1.41102 4.35590
C -1.81260 -1.82380 2.52284
C -2.76035 -2.55887 3.22363
N -3.82064 -3.08432 2.62586
C -3.92785 -2.86968 1.31482
C -2.99654 -2.12592 0.61094
N -1.94162 -1.59112 1.21654
H 1.47635 -0.64056 5.21878
H 1.97009 0.57317 2.95328
H -2.64768 -2.72057 4.28879
H -4.78639 -3.30496 0.81925
H -3.08610 -1.95389 -0.45409
N 5.04825 -0.79197 -1.49691
C 4.96516 0.53372 -1.85191
C 3.69695 0.91102 -1.52306
N 2.99802 -0.14882 -0.99557
C 3.83625 -1.14953 -0.99160
H 5.85582 -1.38040 -1.59062
H 5.78984 1.07442 -2.28181
H 3.25114 1.88519 -1.63429
H 3.61197 -2.14693 -0.64768
O 2.36514 1.81988 1.51400
C 1.65422 2.35551 0.67362
N 1.75746 3.69772 0.37779
C 0.86352 4.07706 -0.68545
C 0.21945 2.69542 -0.97779
O -0.58382 2.56079 -1.88357
N 0.66539 1.76387 -0.09131
C -0.25785 5.00155 -0.22206
C -1.17687 5.47957 -1.15293
C -2.23182 6.28274 -0.74966
C -2.38024 6.62680 0.58909
C -1.46862 6.15113 1.52009
C -0.41720 5.33591 1.11650
C 1.62023 4.65188 -1.87681
C 2.13561 5.94270 -1.77509
C 2.90317 6.48154 -2.79574
C 3.15597 5.73752 -3.94067
C 2.63229 4.45835 -4.05605
C 1.86546 3.91728 -3.03123
H 2.58198 4.21682 0.62309
H -1.06594 5.20548 -2.19427
H -2.93955 6.64731 -1.48409
H -3.19676 7.26572 0.90179
H -1.57341 6.41492 2.56564
H 0.28547 4.95560 1.84700
H 1.92134 6.53158 -0.88957
H 3.29846 7.48530 -2.70208
H 3.74962 6.15762 -4.74262
H 2.81503 3.87711 -4.95110
H 1.43859 2.92943 -3.14350
```

---

No. 2
Molecular formula: C34H34Cl3F3GdN5O4S2Si
Method: DFT, ωB97M-V/def2-TZVPD

Properties
Frontier orbital gap (spin up / spin down), eV: 4.100 / 4.801
Multiplicity: 8
Charge: -2

The geometry in XYZ format:
```
87
C34H34Cl3F3GdN5O4S2Si, DFT ωB97M-V/def2-TZVPD
Gd 12.32252 10.57293 12.73514
O 12.67075 8.70360 13.96821
C 12.94700 7.60693 14.64668
C 13.60918 7.62421 15.88785
C 13.73640 6.47507 16.63833
C 13.32913 5.25428 16.10675
C 12.73960 5.22035 14.84832
C 12.56699 6.37536 14.12368
C 11.79882 6.29490 12.85796
N 12.31399 6.63031 11.74918
C 11.43014 6.81284 10.59932
C 10.78729 8.18345 10.70602
N 11.88882 9.17961 10.69366
C 12.33909 9.42156 9.52903
C 13.43782 10.32280 9.18081
C 13.65726 10.49311 7.83651
C 14.60574 11.36192 7.34596
C 15.28679 12.19234 8.25420
C 15.07704 12.02088 9.60778
C 14.20177 11.05311 10.14755
O 14.09186 10.80119 11.42832
H 13.89758 8.57690 16.31799
H 14.22515 6.49329 17.58364
H 13.50063 4.39850 16.73102
H 12.47640 4.27942 14.39738
H 10.77646 5.95251 12.85105
H 10.57773 6.06411 10.59601
H 12.01326 6.68138 9.71944
H 10.25212 8.31337 11.66014
H 10.03630 8.31640 9.92831
H 12.00606 8.91051 8.60246
H 13.08620 9.90250 7.12518
H 14.79180 11.54758 6.32860
H 15.96982 12.93359 7.85508
H 15.65193 12.55820 10.37345
F 7.13357 12.74322 16.47965
C 8.39762 12.64239 15.99520
F 9.20988 12.28664 17.00736
F 8.77942 13.86308 15.60222
C 8.49304 11.60930 14.87089
C 7.30726 11.10475 14.28875
C 7.32647 10.32990 13.16576
C 8.57019 10.01864 12.64329
N 9.68917 10.36982 13.22424
C 9.69283 11.23924 14.28135
S 11.22605 11.86239 14.80459
H 6.39702 11.39003 14.79080
H 6.42515 10.12260 12.62311
H 8.62828 9.44093 11.72866
C 17.31219 9.74441 12.01683
N 16.81164 9.66446 13.38004
C 15.72624 8.75909 13.57127
C 17.43159 10.36515 14.37775
S 16.86885 10.58709 15.88449
N 18.67297 10.84987 14.01551
C 19.68233 9.93581 13.57507
C 19.19133 12.10694 14.59886
H 16.40529 9.71440 11.40862
H 17.87509 8.84704 11.76013
H 17.93892 10.63347 11.78627
H 16.09048 7.76300 13.52121
H 14.87747 8.76939 12.88728
H 15.35099 8.92640 14.56676
H 19.27648 8.96685 13.34167
H 20.44249 9.83462 14.36488
H 20.21561 10.33025 12.70157
H 18.34519 12.61544 15.05011
H 19.57553 12.76524 13.79939
H 19.96398 11.97782 15.36913
O 9.61378 11.02276 9.97579
C 10.02998 11.94932 10.70612
O 11.17789 11.99025 11.29189
C 9.07435 13.12431 11.00682
C 7.75307 13.02496 10.54299
C 6.84135 14.06059 10.77948
C 7.21490 15.21480 11.40474
C 8.52836 15.32412 11.84722
C 9.48815 14.29983 11.65293
H 7.48421 12.12948 10.03526
H 5.78465 13.97884 10.41262
H 6.57786 16.06511 11.41514
H 8.82431 16.21090 12.35076
H 10.48640 14.39072 12.09909
Cl 13.54113 14.85868 12.72876
Si 14.68359 13.20538 13.86991
Cl 15.05301 14.46462 15.53879
Cl 16.49528 13.55165 12.79706
```

---

No. 3
Molecular formula: C34H34ClCsN3P
Method: DFT, ωB97M-V/def2-TZVPD

Properties
Frontier orbital gap, eV: 5.777
Multiplicity: 1

The geometry in XYZ format:
```
74
C34H34ClCsN3P, DFT ωB97M-V/def2-TZVPD
Cs -0.62042 0.80313 -0.43988
C -3.40289 2.64746 -1.60453
N -2.64711 2.76851 -0.36522
C -3.41301 2.26869 0.77285
C -2.14985 4.11212 -0.11177
C -3.06704 5.11884 0.15415
C -2.66665 6.38987 0.53240
C -1.30111 6.61756 0.66869
C -0.37756 5.63549 0.36789
C -0.74925 4.35230 -0.10657
N 0.12478 3.35005 -0.46165
C 1.40171 3.65283 -0.88061
C 1.80210 4.86296 -1.49772
C 3.10810 5.10073 -1.88211
C 4.10685 4.15301 -1.68135
C 3.73688 2.93491 -1.13242
C 2.42042 2.66987 -0.78571
N 2.07271 1.35374 -0.28811
C 2.47982 0.28478 -1.19133
C 2.52960 1.11647 1.07398
H -4.34129 3.21945 -1.58293
H -3.65568 1.59690 -1.79407
H -2.79982 3.01715 -2.43400
H -4.37892 2.77462 0.90292
H -2.83548 2.41371 1.68654
H -3.62371 1.19723 0.66071
H -4.12553 4.88919 0.08857
H -3.39314 7.16254 0.74356
H -0.94759 7.58105 1.01783
H 0.67362 5.85351 0.49545
H 1.05575 5.62320 -1.68081
H 3.35156 6.04769 -2.35027
H 5.13307 4.34796 -1.96124
H 4.48112 2.15830 -0.99015
H 3.55781 0.07408 -1.15819
H 2.22531 0.56590 -2.21471
H 1.95519 -0.64956 -0.94903
H 3.62233 0.99952 1.12830
H 2.06805 0.21071 1.48096
H 2.24283 1.96092 1.70002
Cl -2.96993 -1.47029 -0.50260
C -2.84076 -3.21897 -0.54902
C -4.00635 -3.94870 -0.70134
C -3.92189 -5.33124 -0.75161
C -2.68809 -5.95591 -0.64630
C -1.53587 -5.19997 -0.48705
C -1.58491 -3.80915 -0.43301
P -0.10423 -2.72324 -0.28417
C 0.00862 -2.49375 1.53462
C 1.24988 -2.18896 2.09528
C 1.36911 -1.90629 3.44720
C 0.24635 -1.91953 4.26366
C -0.99170 -2.22280 3.71850
C -1.11020 -2.50787 2.36422
C 1.26644 -3.88620 -0.61140
C 1.88836 -3.77691 -1.85325
C 2.92979 -4.62665 -2.20481
C 3.36067 -5.59499 -1.31149
C 2.74558 -5.71719 -0.07044
C 1.70435 -4.87102 0.27480
H -4.95508 -3.43777 -0.78344
H -4.82251 -5.91737 -0.87785
H -2.61962 -7.03465 -0.68656
H -0.57946 -5.70229 -0.41018
H 2.13789 -2.18031 1.47351
H 2.34125 -1.67264 3.86201
H 0.33691 -1.69446 5.31808
H -1.87197 -2.24333 4.34788
H -2.08564 -2.74882 1.96099
H 1.56133 -3.01022 -2.54669
H 3.40693 -4.52340 -3.17038
H 4.17492 -6.25530 -1.58008
H 3.07750 -6.47459 0.62772
H 1.22876 -4.97256 1.24278
```

---

Table of ΔE to the lowest compared entry with this formula, charge and spin (kJ/mol), in record order: 3.2 550.5 49.1